# C2H14O5

5 unconnected molecules or ions with the total composition C2H14O5 (wB97M-V/def2-TZVPD, OMol25).

Properties
E_tot   -460.791111 hartree
Structure (SMILES)   CCO.O.O.O.O
Highest occupied orbital energy   -10.837 eV
Multiplicity   1
Energy relative to the best compared isomer or geometry (same formula, charge and spin)   37.9 kJ/mol
HOMO-LUMO gap   11.36 eV

Atoms and positions in Å:
C 1.96 -1.62 -0.95
C 1.56 -0.20 -0.60
O 0.31 0.20 -1.16
H 1.33 -2.34 -0.43
H 2.98 -1.75 -0.62
H 1.90 -1.77 -2.03
H 1.48 -0.08 0.48
H 2.33 0.51 -0.93
H 0.02 -0.44 -1.82
O -0.01 2.62 0.25
H -0.45 3.28 -0.30
H 0.03 1.80 -0.29
O -1.83 -1.31 1.23
H -1.18 -0.88 1.80
H -2.62 -0.78 1.38
O -0.50 1.09 2.62
H -0.24 1.76 1.96
H 0.27 0.53 2.72
O -2.61 -0.31 -1.47
H -2.52 0.57 -1.09
H -2.20 -0.86 -0.78


# C2H14O5

6 unconnected molecules or ions with the total composition C2H14O5 (wB97M-V/def2-TZVPD, OMol25).

Properties
E_tot   -460.743687 hartree
Structure (SMILES)   C=C.O.O.O.O.O
Highest occupied orbital energy   -9.599 eV
Multiplicity   1
Energy relative to the best compared isomer or geometry (same formula, charge and spin)   162.4 kJ/mol
HOMO-LUMO gap   10.04 eV

Atoms and positions in Å:
C -0.91 -2.95 1.74
C -1.71 -1.87 1.60
H 0.17 -2.82 1.78
H -1.42 -3.89 1.63
H -1.46 -1.01 2.23
H -2.70 -2.01 1.20
O -1.69 1.69 -1.10
H -1.66 2.42 -1.75
H -0.90 1.23 -1.41
O -0.28 -0.79 -2.15
H -0.07 -0.84 -1.22
H 0.45 -1.16 -2.64
O 2.41 -1.09 -1.21
H 3.33 -1.07 -1.52
H 2.15 -0.20 -0.89
O 2.00 1.82 -0.30
H 2.56 1.80 0.48
H 1.34 2.45 0.01
O -0.28 3.03 1.04
H -0.97 2.56 0.55
H -0.35 2.72 1.94


# C2H15NO4S

5 unconnected molecules or ions with the total composition C2H15NO4S (wB97M-V/def2-TZVPD, OMol25).

Properties
E_tot   -839.047439 hartree
Structure (SMILES)   NCCS.O.O.O.O
Highest occupied orbital energy   -9.114 eV
Multiplicity   1
Energy relative to the best compared isomer or geometry (same formula, charge and spin)   129.8 kJ/mol
HOMO-LUMO gap   9.37 eV

Atoms and positions in Å:
N 1.40 0.11 -0.51
C 0.92 -0.75 0.64
C 0.96 -2.25 0.15
S 0.16 -3.45 1.25
H 1.48 1.09 -0.15
H 2.41 -0.19 -0.68
H -0.09 -0.44 0.92
H 1.49 -0.63 1.62
H 0.46 -2.18 -0.90
H 2.00 -2.59 0.12
H -1.14 -3.07 0.96
O 0.79 2.90 0.69
H -0.13 2.39 0.83
H 0.54 3.57 0.13
O -2.06 -0.41 1.37
H -2.80 -0.68 2.05
H -1.65 0.47 1.71
O -0.37 0.60 -2.81
H -0.69 -0.19 -2.40
H 0.54 0.61 -2.63
O -1.60 2.03 -0.53
H -1.03 1.97 -1.42
H -1.57 1.09 -0.39


# C2H15O6

6 unconnected molecules or ions with the total composition C2H15O6 (wB97M-V/def2-TZVPD, OMol25).

Properties
E_tot   -536.639544 hartree
Charge   -1
Highest occupied orbital energy   -5.845 eV
Multiplicity   1
Energy relative to the best compared isomer or geometry (same formula, charge and spin)   198.7 kJ/mol
HOMO-LUMO gap   9.44 eV

Atoms and positions in Å:
C -0.83 -1.42 0.77
O -1.35 -0.59 -0.20
C -1.66 -1.25 2.02
H 0.23 -1.18 1.01
H -0.94 -2.40 0.27
H -1.60 -0.26 2.48
H -1.44 -1.91 2.74
H -2.75 -1.39 1.68
H -0.58 0.02 -0.64
H 0.14 1.59 -1.13
O 0.56 0.83 -0.88
H 1.36 1.35 0.60
H 0.40 1.90 1.76
O 1.27 1.69 1.58
H 0.72 -2.18 -0.72
H 1.26 -0.84 -0.99
O 1.44 -1.76 -1.13
H -0.28 -1.25 -2.60
H 0.23 0.20 -2.39
O 0.02 -0.47 -3.20
H 1.22 2.62 -1.04
H 1.30 3.27 0.49
O 1.28 3.42 -0.50


# C2H16ClO6

A molecular structure, C2H16ClO6 (wB97M-V/def2-TZVPD, OMol25).

Properties
E_tot   -997.315704 hartree
Charge   -1
Highest occupied orbital energy   -5.660 eV
Multiplicity   1
Energy relative to the best compared isomer or geometry (same formula, charge and spin)   605.7 kJ/mol
HOMO-LUMO gap   9.11 eV

Atoms and positions in Å:
Cl 0.68 -1.07 0.23
O 0.68 -3.05 -1.27
H 1.60 -2.83 -1.43
H 0.39 -2.43 -0.60
O 2.20 1.02 0.36
H 1.86 1.87 0.63
H 1.46 0.42 0.46
O 0.99 -0.65 -2.17
H 0.22 -0.16 -2.46
H 0.81 -0.85 -1.25
O -0.05 -1.72 2.61
H -0.53 -2.52 2.84
H 0.04 -1.75 1.66
O -1.75 -2.39 0.30
H -0.99 -2.01 0.73
H -2.07 -1.69 -0.28
C -1.14 3.12 0.05
C -0.22 1.84 0.12
O -0.48 0.94 -0.99
H -2.19 2.86 0.18
H -0.95 3.65 -0.88
H -0.89 3.74 0.91
H -0.35 1.25 1.03
H 0.75 2.27 -0.09
H -0.06 0.12 -0.70


# C2H16N2O4

5 unconnected molecules or ions with the total composition C2H16N2O4 (wB97M-V/def2-TZVPD, OMol25).

Properties
E_tot   -496.214619 hartree
Structure (SMILES)   NCCN.O.O.O.O
Highest occupied orbital energy   -9.011 eV
Multiplicity   1
Energy relative to the best compared isomer or geometry (same formula, charge and spin)   216.5 kJ/mol
HOMO-LUMO gap   9.54 eV

Atoms and positions in Å:
N 0.15 1.72 -0.90
C 1.29 1.38 -0.08
C 0.95 1.29 1.47
N 1.36 -0.01 1.98
H 0.01 0.99 -1.66
H 0.32 2.65 -1.27
H 2.20 1.88 -0.30
H 1.65 0.37 -0.36
H 1.61 2.05 2.08
H -0.14 1.52 1.51
H 0.65 -0.12 2.73
H 1.05 -0.87 1.40
O 0.61 -0.61 -2.96
H 0.36 -1.39 -2.43
H -0.08 -0.59 -3.51
O -0.55 -2.42 -1.38
H -1.23 -3.00 -1.73
H -0.62 -2.23 -0.51
O -0.89 -1.90 1.18
H -1.28 -1.09 1.15
H -1.24 -2.47 1.84
O -2.07 0.67 0.88
H -2.78 1.15 0.47
H -1.34 1.03 0.40


# C2H16NO4

5 unconnected molecules or ions with the total composition C2H16NO4 (wB97M-V/def2-TZVPD, OMol25).

Properties
E_tot   -441.280974 hartree
Charge   +1
Highest occupied orbital energy   -14.617 eV
Multiplicity   1
Energy relative to the best compared isomer or geometry (same formula, charge and spin)   69.4 kJ/mol
HOMO-LUMO gap   11.70 eV

Atoms and positions in Å:
C -2.95 1.37 -0.56
C -2.19 1.03 0.66
N -0.71 0.88 0.39
H -2.93 0.59 -1.34
H -4.02 1.52 -0.33
H -2.65 2.33 -1.04
H -2.41 1.82 1.39
H -2.51 0.06 1.10
H 0.01 0.87 1.13
H -0.46 1.78 -0.05
H -0.52 0.06 -0.21
H 2.85 -2.67 2.09
H 3.24 -1.66 0.99
O 2.70 -1.77 1.78
H -0.37 -1.81 -2.53
H 0.46 -0.56 -2.70
O -0.18 -0.97 -2.09
H 3.05 -1.44 -3.00
H 2.73 -1.22 -1.48
O 2.38 -1.50 -2.32
H 2.14 0.78 2.50
H 1.15 -0.17 3.02
O 1.18 0.71 2.60


# C2H16O5

6 unconnected molecules or ions with the total composition C2H16O5 (wB97M-V/def2-TZVPD, OMol25).

Properties
E_tot   -461.940429 hartree
Structure (SMILES)   CC.O.O.O.O.O
Highest occupied orbital energy   -11.119 eV
Multiplicity   1
Energy relative to the best compared isomer or geometry (same formula, charge and spin)   132.0 kJ/mol
HOMO-LUMO gap   11.36 eV

Atoms and positions in Å:
C -1.45 -1.07 3.04
C -1.59 -0.71 1.48
H -1.14 -0.21 3.61
H -0.71 -1.87 3.19
H -2.49 -1.18 3.30
H -1.88 0.29 1.30
H -0.51 -0.81 1.23
H -2.18 -1.46 0.94
O -0.97 2.15 3.22
H -1.80 1.68 3.21
H -0.34 1.81 3.86
O 0.92 -1.39 -2.65
H 0.92 -1.87 -1.81
H 0.54 -2.01 -3.28
O 1.50 2.33 -1.18
H 1.12 2.97 -0.57
H 0.78 1.86 -1.63
O 1.70 -1.41 1.32
H 1.26 -2.26 1.46
H 1.70 -1.37 0.35
O -0.25 0.08 -4.87
H 0.61 0.24 -4.46
H -0.90 0.72 -4.60


# C2H16O5S

6 unconnected molecules or ions with the total composition C2H16O5S (wB97M-V/def2-TZVPD, OMol25).

Properties
E_tot   -860.170952 hartree
Structure (SMILES)   CCS.O.O.O.O.O
Highest occupied orbital energy   -8.498 eV
Multiplicity   1
Energy relative to the best compared isomer or geometry (same formula, charge and spin)   52.3 kJ/mol
HOMO-LUMO gap   8.80 eV

Atoms and positions in Å:
C 1.96 -0.73 -0.96
C 0.51 -0.34 -1.09
S 0.23 0.77 -2.53
H 2.60 0.01 -0.46
H 2.30 -1.24 -1.86
H 2.01 -1.42 -0.10
H -0.15 -1.20 -1.22
H 0.13 0.18 -0.22
H 0.67 1.93 -1.96
O -2.14 -1.89 0.32
H -2.56 -1.87 -0.56
H -2.29 -1.08 0.78
O 1.18 -0.02 1.83
H 1.88 -0.09 2.46
H 0.59 -0.78 1.99
O -2.29 1.43 0.73
H -1.97 1.93 -0.02
H -1.49 1.38 1.27
O -0.33 -2.18 2.58
H -1.11 -2.10 2.03
H -0.10 -3.12 2.53
O 0.80 2.31 0.43
H 1.04 1.65 1.08
H 0.79 3.13 0.95


# C2H16O7Pd

A molecular structure, C2H16O7Pd (wB97M-V/def2-TZVPD, OMol25).

Properties
E_tot   -740.212405 hartree
Highest occupied orbital energy (spin up / spin down)   -7.459 / -7.359 eV
Multiplicity   3
Energy relative to the best compared isomer or geometry (same formula, charge and spin)   0.0 kJ/mol
<S²>   2.005
HOMO-LUMO gap (spin up / spin down)   7.19 / 7.07 eV

Atoms and positions in Å:
Pd 0.31 0.12 0.34
C 0.79 3.23 0.16
O 0.21 2.21 0.89
H 1.90 3.18 0.18
H 0.57 3.22 -0.92
H 0.54 4.24 0.51
C -2.26 -0.77 -1.66
O -1.68 -0.26 -0.50
H -1.81 -0.40 -2.59
H -2.24 -1.87 -1.61
H -3.33 -0.51 -1.69
O -2.43 -2.15 1.29
H -3.37 -2.20 1.12
H -2.13 -1.34 0.79
O 2.51 0.34 0.83
H 3.13 -0.28 1.24
H 2.95 1.20 0.84
O 1.18 0.47 -1.76
H 2.04 0.23 -2.13
H 0.72 0.98 -2.44
O -0.03 -0.83 2.33
H 0.01 -0.27 3.12
H -0.52 -1.62 2.60
O 0.93 -1.97 -0.11
H 1.66 -2.20 -0.70
H 0.33 -2.73 -0.14


# C2H17B3OV

A molecular structure, C2H17B3OV (wB97M-V/def2-TZVPD, OMol25).

Properties
E_tot   -1179.895607 hartree
Charge   -2
Highest occupied orbital energy (spin up / spin down)   0.875 / -1.037 eV
Multiplicity   4
Energy relative to the best compared isomer or geometry (same formula, charge and spin)   370.0 kJ/mol
<S²>   3.755
HOMO-LUMO gap (spin up / spin down)   5.03 / 6.91 eV

Atoms and positions in Å:
V 1.19 35.29 -18.50
B 0.39 34.53 -16.54
H -0.25 35.35 -16.26
H 0.35 33.69 -15.86
H 0.08 34.07 -17.47
H 1.42 34.82 -16.65
B -0.35 36.03 -19.96
H 0.21 36.78 -19.43
H -1.03 36.56 -20.60
H 0.37 35.43 -20.51
H -0.85 35.32 -19.32
B 2.70 37.06 -18.15
H 2.58 36.90 -19.22
H 3.14 36.22 -17.63
H 3.30 37.94 -17.98
H 1.70 37.30 -17.82
C 3.46 32.50 -17.51
C 2.47 32.56 -18.64
O 2.48 33.69 -19.47
H 3.51 31.45 -17.22
H 3.33 33.20 -16.69
H 4.45 32.54 -17.96
H 1.49 32.51 -18.16
H 2.54 31.65 -19.23


Copy entry 3 word for word.
# C2H15NO4S

5 unconnected molecules or ions with the total composition C2H15NO4S (wB97M-V/def2-TZVPD, OMol25).

Properties
E_tot   -839.047439 hartree
Structure (SMILES)   NCCS.O.O.O.O
Highest occupied orbital energy   -9.114 eV
Multiplicity   1
Energy relative to the best compared isomer or geometry (same formula, charge and spin)   129.8 kJ/mol
HOMO-LUMO gap   9.37 eV

Atoms and positions in Å:
N 1.40 0.11 -0.51
C 0.92 -0.75 0.64
C 0.96 -2.25 0.15
S 0.16 -3.45 1.25
H 1.48 1.09 -0.15
H 2.41 -0.19 -0.68
H -0.09 -0.44 0.92
H 1.49 -0.63 1.62
H 0.46 -2.18 -0.90
H 2.00 -2.59 0.12
H -1.14 -3.07 0.96
O 0.79 2.90 0.69
H -0.13 2.39 0.83
H 0.54 3.57 0.13
O -2.06 -0.41 1.37
H -2.80 -0.68 2.05
H -1.65 0.47 1.71
O -0.37 0.60 -2.81
H -0.69 -0.19 -2.40
H 0.54 0.61 -2.63
O -1.60 2.03 -0.53
H -1.03 1.97 -1.42
H -1.57 1.09 -0.39


Q: multiplicity of number 4 (C2H15O6)?
A: 1